A 3-piece molecular cluster, H6O3 overall, computed with ωB97M-V/def2-TZVPD.

```
9
Properties=species:S:1:pos:R:3:forces:R:3:mulliken_charge:R:1
O 1.211177 0.284730 0.203811 -0.05 -0.08 0.57 -0.648
H 0.550720 0.315906 0.911428 0.06 -0.06 -0.11 0.327
H 2.054421 0.193813 0.659980 -0.05 -0.04 -0.09 0.294
O 0.330318 1.047994 -2.279804 -0.36 -0.35 -0.02 -0.643
H 1.209892 1.430790 -2.252292 0.02 -0.01 0.11 0.295
H 0.306552 0.456403 -1.506635 0.29 0.48 -0.42 0.368
O -1.740159 -0.909650 1.567043 0.06 -0.04 -0.12 -0.635
H -2.050257 -1.679162 2.056083 0.04 0.07 0.00 0.317
H -1.872666 -1.140823 0.640386 -0.01 0.03 0.07 0.324
```
Forces are in eV/Å.

As for the HOMO energy: -10.7 eV. The maximum force is 0.70 eV/Å. As for the structure (SMILES): O.O.O. Its calculated total energy is -229.3090 Eh. For the HOMO-LUMO gap, the calculation gives 0.415 Ha.